Record 1
DFT (ωB97M-V/def2-TZVPD) results for a structure of composition C7H13NP.

Values from the calculation:
E_HOMO, eV: -13.4
Charge: +1
Frontier orbital gap, Ha: 0.315
LUMO level, eV: -4.80

Geometry (Å):
H: 1.46449 1.24874 0.25565
H: -0.31696 1.19240 -1.80983
H: -0.47533 -1.62745 1.32011
H: 1.65074 0.15437 3.49647
H: -1.82315 0.34108 -4.06625
H: -2.25262 0.08575 -2.40981
H: 1.34875 0.44716 -1.44475
C: -0.00221 -0.84138 0.82293
H: 0.89685 1.95802 1.72821
H: -0.01938 0.55929 3.60088
H: 2.55217 0.97912 1.58710
C: 0.71086 -0.23245 3.06762
N: 0.63861 -0.03184 1.60419
H: -1.29716 -2.62486 -0.90452
C: 0.22891 0.22640 -1.59616
P: -0.19973 -1.11970 -2.90953
H: -2.52059 -1.16424 -3.40928
C: -0.72052 -1.75722 -1.28589
C: -0.28254 -0.72059 -0.52908
C: -1.84476 -0.37462 -3.21629
H: 0.67021 -1.24973 3.38555
C: 1.47741 1.09002 1.28707


Record 2
DFT (ωB97M-V/def2-TZVPD) results for the molecule C5H10O.

Values from the calculation:
E_HOMO, eV: -9.7
Frontier orbital gap, Ha: 0.389
LUMO level, eV: 0.93
Structure (SMILES): CC[C@@H](C)C=O

Geometry (Å):
H: -1.68687 -0.07319 1.47700
C: -0.76875 0.00920 -0.45141
H: 2.35258 0.84020 -0.25671
H: 2.06264 -0.58083 -1.28825
C: 0.66558 -0.46142 0.36552
H: 0.49769 -1.51829 0.54261
H: -1.13182 -0.28454 -1.48433
H: -2.90711 -0.42705 0.22466
H: 2.85686 -0.74836 0.28396
C: -1.85008 -0.53182 0.50280
C: 2.05479 -0.21712 -0.26045
O: 0.20582 2.02122 0.28535
C: -0.52098 1.48879 -0.52157
H: 0.71381 0.00754 1.37809
H: -1.66461 -1.61049 0.58779
H: -0.87955 2.08616 -1.38507


Record 3
DFT (ωB97M-V/def2-TZVPD) results for the ion C10H20NO with charge +1.

Values from the calculation:
E_HOMO (spin up / spin down), eV: -10.6 / -11.0
Charge: +1
Frontier orbital gap (spin up / spin down), Ha: 0.273 / 0.301
LUMO level (spin up / spin down), eV: -3.18 / -2.83

Geometry (Å):
H: -3.13162 1.30726 -3.22244
H: 0.02045 0.82375 1.91418
H: -2.54415 0.38228 1.52403
H: -0.00127 2.47390 -1.07316
H: -1.61752 0.02310 3.07878
H: -0.55171 2.03256 -4.16629
H: 0.07983 -1.14859 3.30342
C: 0.62569 -0.99902 1.23835
H: -0.24911 0.19972 -3.96253
H: 1.40956 -0.39199 -0.62920
H: 2.42782 -2.74426 0.83509
C: -1.67126 -0.24760 1.95489
H: 2.75417 -2.12694 -0.79558
H: 1.63886 -0.46162 3.25026
C: -0.53320 0.70272 -0.08409
C: 2.75476 -1.94070 0.20973
H: -1.45679 1.02877 -5.11931
O: -1.29728 -0.04971 -0.91751
H: 2.22231 0.10373 0.95361
H: 0.09721 -1.88956 0.83916
C: -0.99529 1.02104 -4.13519
C: 1.00907 -1.24235 2.75622
H: 0.08859 2.51406 0.68948
H: -1.87086 -1.34650 1.98859
H: 1.41937 -2.21382 2.93430
C: -0.49124 2.22699 -0.19317
C: -1.80176 0.41138 -1.93649
C: 1.85348 -0.72044 0.36464
H: -1.49543 2.53550 -0.15059
H: 3.79750 -1.46586 0.28755
C: -2.05638 1.06449 -3.02472
N: -0.43382 0.13769 1.28798


Record 4
DFT (ωB97M-V/def2-TZVPD) results for a cluster of 6 separate species, C38H40BrFN7O12 in total.

Values from the calculation:
E_HOMO, eV: -5.3
Charge: -1
Frontier orbital gap, Ha: 0.211
LUMO level, eV: 0.44

Geometry (Å):
C: -5.24847 -1.40016 -3.58036
C: 2.90432 -6.87789 4.68673
O: 2.59094 2.57133 -1.43814
H: 1.30155 -1.63516 -0.45635
O: 3.62659 -8.92183 3.91074
C: -3.45531 4.98208 -5.65562
H: -4.61065 -1.12396 3.15931
C: -1.83059 0.42230 1.94593
C: 0.30011 2.71780 -1.46755
C: 1.96620 -6.17570 5.43163
C: -3.95688 6.28870 -3.69497
H: 1.08862 0.92945 -2.37454
H: 8.39498 -0.98126 1.58510
O: -1.87789 9.39559 -5.39040
C: -2.69503 7.24584 -5.48965
H: -5.72625 -0.31695 -1.77568
C: 2.07687 -4.79626 5.53553
C: 3.11903 -4.13256 4.89901
O: 1.82682 -8.87201 5.09590
C: -3.28134 7.37125 -4.23895
C: -2.78064 6.06137 -6.20680
C: -0.83302 3.44598 -1.13062
H: -4.92470 -2.70969 -5.26236
O: 4.74082 -0.78479 3.33546
H: 4.68685 -6.76883 3.47579
C: 0.20416 1.49338 -2.10910
H: 7.04690 -0.74804 -0.05105
H: 2.01568 -2.84038 2.16764
O: -5.32995 0.31842 1.30907
C: 5.15819 1.57930 1.85741
C: -2.18936 1.69229 -2.06131
C: -6.46833 -2.32267 -1.73906
H: -3.17032 1.28297 -2.28343
C: -5.80426 -1.25150 -2.31731
H: -7.08346 -4.36588 -1.96517
O: -4.42887 0.74598 -3.52510
H: 3.39837 -2.85243 1.05600
C: 1.80875 -1.37288 0.50862
H: -0.75651 4.40407 -0.63367
C: -4.03968 5.09527 -4.40091
O: -4.06292 -0.42616 -5.29745
H: -3.21861 8.29624 -3.68153
H: 3.19483 1.65240 0.13715
H: 4.86332 -4.31958 3.67150
C: -3.16562 0.05364 2.07427
C: 4.05444 -4.84472 4.16453
C: 6.58682 -0.40722 0.91776
H: 1.09856 -0.92860 1.22956
H: -1.51032 1.11012 1.17312
H: 5.14184 2.68981 1.70787
C: 3.68665 1.06583 2.03147
C: 3.95312 -6.22350 4.05398
O: 2.57883 -0.63880 3.42466
Br: 2.74095 2.51567 3.07914
C: -0.89366 -0.09678 2.82898
H: 1.34894 -4.23665 6.10972
H: -3.52344 4.05016 -6.20281
H: -0.56099 -1.37888 4.51492
N: 2.77729 -8.33224 4.55540
H: 7.29032 -0.90002 2.74131
O: -1.47522 8.24452 -7.16711
H: -1.13765 0.01872 -2.89600
H: 3.20257 -3.05195 4.97348
H: -4.41631 6.37348 -2.71805
H: -6.09970 -4.60403 -4.21990
H: 5.87143 -1.20492 1.21275
C: -2.08152 2.92734 -1.43057
H: -2.93660 -2.04105 4.71320
N: -4.52664 -0.27585 -4.18306
C: 3.01252 -0.41105 0.18980
H: 3.96491 -0.95540 0.38644
N: -4.15800 0.62564 1.15747
F: 1.76963 -3.84890 0.33248
N: -1.96128 8.38181 -6.05917
O: -3.74794 1.38296 0.29726
H: 1.15080 -6.68491 5.92791
H: 2.98750 -0.24314 -0.91999
H: 6.77180 1.68500 0.40442
C: 5.93907 0.97636 0.64255
C: 3.65384 -0.20107 2.97347
H: -2.32813 5.96515 -7.18457
H: 5.72846 1.39764 2.79726
C: -1.04929 0.98011 -2.40394
N: 7.66455 -0.36251 1.95045
H: -6.90318 -2.21954 -0.75286
N: 2.92553 0.92322 0.80233
H: -4.56139 4.24816 -3.97037
C: -1.29396 -0.97934 3.82380
C: -6.01670 -3.66340 -3.68999
C: 2.28370 -2.75444 1.08844
C: -2.63045 -1.35039 3.93714
C: -6.57069 -3.52780 -2.42259
C: -3.57329 -0.83279 3.06091
H: 0.14987 0.18883 2.74494
H: -2.97500 3.47922 -1.16756
C: -5.35343 -2.59581 -4.27569
N: 1.61927 3.23796 -1.11991
O: 1.67513 4.28900 -0.51509
H: 5.28126 0.98996 -0.26546


Record 5
DFT (ωB97M-V/def2-TZVPD) results for a structure of composition C22H24IrO6S3SeSi.

Values from the calculation:
Spin multiplicity: 5
E_HOMO (spin up / spin down), eV: -4.2 / -5.8
Charge: -1
Frontier orbital gap (spin up / spin down), Ha: 0.241 / 0.265
LUMO level (spin up / spin down), eV: 2.41 / 1.41
Expectation value of S²: 6.01

Geometry (Å):
Ir: 1.13588 0.64577 0.57833
C: 4.49873 3.34919 1.00675
C: -3.77548 -1.87158 1.74129
H: -4.85315 -1.75342 1.73895
H: 4.86042 3.73790 0.05439
H: -0.65499 -5.27546 -2.51245
H: -3.04885 3.53373 -1.86210
H: -3.74896 -3.01897 3.55651
H: -2.81366 3.35972 3.07634
H: -3.50829 -0.74163 -0.06010
H: 5.28902 3.32644 1.75788
H: 2.10258 -2.57744 -4.37026
Si: -0.53815 -0.62971 -0.60481
O: 4.30873 -0.50635 2.90480
C: 0.75320 -4.03667 -3.55439
C: 0.98217 -1.79604 -2.71567
H: 5.21170 -0.04615 -0.11992
O: 2.43162 -2.48033 2.84644
C: -2.24701 -0.10236 -2.86091
H: -1.65481 3.33889 4.41832
C: -1.67096 0.42142 -1.69969
H: 0.06639 -2.25656 1.78673
C: -3.39548 1.96848 -3.29276
C: -1.01545 -2.14851 1.75224
H: -2.02600 -1.12283 -3.15469
H: -1.30137 -3.51854 -0.91355
H: 5.69389 1.56527 -0.77539
C: -0.19760 -4.29534 -2.57729
Se: 2.88435 -1.02471 2.32351
H: 6.17835 1.05432 0.89549
C: 0.01255 -2.03126 -1.73531
C: -1.98673 3.89361 3.54171
C: -0.56044 -3.30164 -1.67478
H: -3.53673 0.23070 -4.54372
O: -0.90691 4.05704 2.61919
H: 3.65288 3.93170 1.36660
H: -4.05567 2.56579 -3.91071
C: -2.83071 2.51071 -2.14546
H: -1.53179 2.18390 -0.47731
S: 3.91384 1.67367 0.77376
O: 2.86863 -0.92515 0.64175
H: -2.28592 4.90100 3.81842
H: -1.27670 -3.24601 3.57170
C: -1.97622 1.74507 -1.36189
C: 1.34792 -2.78223 -3.62019
C: -3.01372 -1.30177 0.72691
S: 0.82041 3.21297 0.90470
C: -0.43550 2.96320 2.01608
H: 1.03609 -4.81110 -4.25723
H: 1.46285 -0.82311 -2.76664
O: 1.65484 0.12040 2.60244
C: -1.62409 -1.43633 0.70996
S: -1.04023 1.43854 2.26083
C: -3.10186 0.65950 -3.64839
C: -3.15604 -2.57859 2.76338
C: 5.42214 0.99529 0.11321
O: 2.95324 1.77009 -0.42178
C: -1.77293 -2.71454 2.76878


Record 6
DFT (ωB97M-V/def2-TZVPD) results for a structure of composition C3H4OS.

Values from the calculation:
E_HOMO, eV: -9.2
Frontier orbital gap, Ha: 0.285
LUMO level, eV: -1.44

Geometry (Å):
C: 1.57941 0.07217 0.68804
H: 2.17572 -0.67806 1.19082
O: 0.59260 1.36953 -1.67377
H: 2.11357 0.72809 -0.39752
S: -1.06314 -1.22653 0.70797
C: 0.12787 -0.13159 0.19632
C: -0.34168 1.08542 -0.74174
H: 1.38383 1.10813 1.25846
H: -1.59734 1.35412 -0.84477


Record 7
DFT (ωB97M-V/def2-TZVPD) results for a structure of composition C48H38F6GeN5O5S3Tc.

Values from the calculation:
E_HOMO, eV: -13.7
Charge: +2
Frontier orbital gap, Ha: 0.229
LUMO level, eV: -7.45

Geometry (Å):
O: -0.27574 -2.32423 1.95763
S: -1.52584 -0.13633 4.40793
F: -2.83734 -3.88173 2.48383
H: -5.59574 4.08957 1.75393
C: -2.66084 1.68997 1.02933
C: 1.09976 3.01087 1.26273
C: -4.99004 2.19157 0.96573
S: -0.47654 4.70877 2.43433
H: 3.37136 -3.46773 -4.35217
O: -4.24254 -0.38603 2.96613
C: 1.53846 -3.28343 -3.26237
C: 6.60086 -1.10083 0.25683
C: 2.23716 5.09467 1.90183
C: 5.23496 -2.33453 -1.30937
C: 3.39496 3.40027 0.66453
H: 3.13226 -2.31463 -0.94007
H: -2.32124 2.20137 -4.17947
H: 1.45106 -4.34333 -3.07637
O: -1.31094 0.71687 3.25393
H: 5.15116 -2.97103 -2.17537
H: 3.70676 -0.45663 3.19993
C: -5.19144 -1.26693 -3.80457
C: 2.73056 -1.43033 -4.21667
H: 1.15986 0.44237 3.54883
C: 7.63106 -2.19583 -1.66807
H: -1.38344 -3.19413 0.43813
H: 2.26926 1.69067 0.04383
C: 0.34336 -3.07543 3.01153
H: 3.56736 -1.04413 -4.77777
C: -4.09054 -1.98013 -4.24757
H: -6.18164 -1.56023 -4.11617
H: 0.94466 -2.39423 3.61533
H: 1.35126 -5.01663 2.96923
H: 5.55776 -0.08743 1.81473
C: 1.64126 0.10767 2.65253
H: -0.31584 -2.80703 -2.29497
S: -3.16914 -1.28143 2.74153
H: -0.58914 -5.17963 1.51843
C: 2.91706 -0.34523 2.48633
C: -0.02404 4.65397 -3.79407
H: -5.88034 0.38587 -2.63167
H: 2.09176 -3.78173 1.93173
H: 1.65246 -0.62093 -0.45537
H: 4.29956 3.07447 0.17803
H: 0.71366 -5.00513 0.32823
C: -2.43714 2.91697 1.63953
H: 7.57526 -0.78563 0.59263
C: 1.14606 -4.17163 2.31723
C: -2.64984 -0.50763 -3.02507
C: 1.11496 4.28017 1.87693
H: -4.13524 0.37627 0.19873
C: 2.27066 2.60017 0.61973
N: -0.14974 2.40157 1.30013
C: 3.38996 4.64057 1.29943
C: -3.48644 3.80067 1.89963
F: -4.37924 -3.05643 1.23553
C: 4.10056 -1.96493 -0.61567
C: 0.20836 -4.52553 1.16443
C: -0.54894 2.05937 -2.98677
H: 0.19186 5.65607 -4.13027
H: -0.43814 -3.50663 3.64773
H: 2.18086 6.06207 2.37213
C: 5.46646 -0.72563 0.94993
O: -0.37774 -0.31953 5.21323
F: -3.37774 1.71097 4.43213
N: 8.54036 -2.41353 -2.32587
H: -3.60384 1.07957 -1.95167
N: 0.99426 0.03837 1.45483
H: 1.73786 4.51097 -2.58407
C: -1.17014 4.01167 -4.23147
C: -1.43464 2.71337 -3.82937
C: -3.75064 0.21347 -2.58337
N: 3.04706 -0.69793 1.17073
C: 6.48766 -1.89033 -0.88697
C: 0.54956 -2.42133 -2.81817
C: 0.65056 -1.05753 -3.07207
H: 0.25786 -2.67313 0.00693
H: 1.25796 2.20207 -1.85007
Tc: -1.03154 0.29267 1.21913
C: -0.82564 0.17157 -0.60747
H: -3.27894 4.76677 2.33263
C: -1.05324 3.22817 1.81393
C: 2.62296 -2.78963 -3.97127
H: -1.85474 4.51447 -4.89567
C: -5.02154 -0.17273 -2.97127
H: 4.26826 5.26467 1.28493
F: -4.72604 -3.31903 3.35663
N: -2.20564 -1.47443 3.95033
F: -2.19834 1.65357 6.21803
H: 1.81286 0.49517 -3.97957
H: -1.95334 -2.15383 -4.21057
C: -2.80614 0.89327 5.31803
C: -0.34894 -3.15273 0.78573
C: 4.21556 -1.14783 0.50733
C: -3.93754 1.31997 0.68333
H: -5.99394 1.89397 0.70443
C: 0.58366 2.71347 -2.52287
C: 0.84686 4.00907 -2.93037
C: -2.81574 -1.60543 -3.85557
C: 1.86866 -0.46383 0.58503
C: -4.76954 3.42177 1.56423
F: -3.73394 0.15897 5.89863
O: -2.47224 -1.02123 1.47273
Ge: -0.84494 0.14977 -2.54057
C: 1.74696 -0.56373 -3.76737
C: -3.83084 -3.00473 2.44553
H: -4.21914 -2.82673 -4.90317


Record 8
DFT (ωB97M-V/def2-TZVPD) results for a cluster of 3 separate species, C5H17NO2 in total.

Values from the calculation:
Spin multiplicity: 2
E_HOMO (spin up / spin down), eV: 0.9 / -5.8
Charge: -1
Frontier orbital gap (spin up / spin down), Ha: 0.090 / 0.334
LUMO level (spin up / spin down), eV: 3.39 / 3.32
Expectation value of S²: 0.75

Geometry (Å):
H: -0.29766 0.74457 0.56279
C: 0.56765 -0.54421 -0.79045
H: 1.30563 2.38223 -1.79906
H: 0.61555 -2.47383 1.05532
O: 0.53932 2.47757 -2.34812
H: -1.83165 -1.49041 1.12661
H: -2.43810 0.84760 -0.45023
H: 1.98053 0.18447 0.61943
N: -0.43567 0.41491 -0.37998
H: 1.16218 -0.23103 -1.65533
H: -1.93824 -0.23294 -1.62474
H: 0.19743 -1.54287 -1.02845
H: 1.68255 2.94854 1.58071
C: 1.61228 -0.78007 0.32819
H: 0.86288 3.16944 0.25625
H: 1.79086 -1.75676 2.21753
O: 0.87151 2.70216 1.09748
H: 2.34536 -1.46632 -0.09944
C: 0.99884 -1.57001 1.49743
H: 0.02086 1.78963 -1.96493
H: -3.37381 -1.07685 0.53519
C: -2.34927 -1.25421 0.19794
C: -1.81081 -0.04490 -0.55129
H: 0.20917 -1.02737 2.00848
H: -2.28740 -2.16935 -0.39133


Record 9
DFT (ωB97M-V/def2-TZVPD) results for the molecule C24H30N4O2.

Values from the calculation:
E_HOMO, eV: -8.0
Frontier orbital gap, Ha: 0.322
LUMO level, eV: 0.75
Structure (SMILES): COCCN1CCN(Cc2cn(C)nc2-c2ccc(Oc3ccccc3)cc2)CC1

Geometry (Å):
C: 1.04188 -6.22026 2.02362
H: -1.37927 5.54269 -0.52263
C: 2.12383 0.71101 -1.05529
C: -1.57224 4.54686 -0.93203
C: -0.01978 -6.96883 2.50209
C: -1.51328 -5.75561 1.06792
H: 2.98870 3.70532 -2.02396
C: -1.05429 1.78460 -0.94103
H: -4.11125 4.43396 -0.01563
H: -2.12839 -7.32067 2.37925
N: -2.11394 3.70535 0.11769
C: 0.83807 -5.23841 1.07151
N: 3.23196 0.95698 -0.36572
H: 4.62527 3.66088 0.35376
H: 5.24351 2.00210 0.53912
H: 0.22780 1.11865 -3.15283
C: 2.81166 2.72585 -1.62566
H: -1.38612 3.23793 4.02607
H: -2.50045 -5.56312 0.67735
H: -1.31245 4.25814 2.56769
H: -4.45940 2.67313 1.55080
C: 4.84005 2.72515 -0.16668
H: -0.34303 1.68679 -0.10406
C: 0.58611 2.05413 -2.71957
C: -1.29579 -6.73678 2.01574
H: 0.83376 2.74180 -3.53462
C: -3.84534 3.50457 1.90421
O: -0.72126 -4.08690 -0.38984
H: 0.12783 4.58632 -2.25086
C: 0.51518 -2.23901 0.58779
H: -3.10563 2.39294 -1.21625
H: -2.50783 4.61332 3.85000
H: -4.48742 4.17996 2.49477
H: 0.14725 -7.73272 3.24629
H: 0.46228 3.91857 -0.62834
H: 2.04175 -6.40361 2.38865
C: -0.26965 3.95124 -1.45477
C: -3.28935 4.30779 0.71498
H: 1.10085 -0.90893 -2.97985
H: 5.57634 2.91599 -0.95039
C: 1.80681 1.81627 -1.88445
C: 1.20183 -1.05801 0.39364
C: 0.23641 -2.45018 -1.79203
H: -2.71623 1.73891 0.40432
N: 3.64158 2.16759 -0.72156
C: 1.40572 -0.54918 -0.88640
C: -1.97570 3.81539 3.31619
H: -0.14328 -3.01003 -2.63288
H: 1.58320 -0.50917 1.24072
N: -0.53626 2.63536 -1.99452
C: -2.35510 2.37231 -0.40548
H: -1.24392 0.78982 -1.35040
C: -0.44663 -4.99587 0.59616
H: -2.28210 4.64636 -1.77319
H: -2.99798 5.30537 1.05862
O: -2.87728 2.90954 2.72821
C: 0.91893 -1.26491 -1.97677
C: 0.02932 -2.94453 -0.50842
H: 1.67042 -4.66592 0.68858
H: 0.34383 -2.61323 1.58675